Below is 10 unconnected molecules or ions with the total composition C19H58O19, with properties calculated with the ωB97M-V functional and the def2-TZVPD basis.

Geometry as XYZ:
```
96
Properties=species:S:1:pos:R:3:forces:R:3:lowdin_charge:R:1
O -1.743 -1.938 -2.815 -0.2523 -0.2800 0.2222 -0.0398
C -2.495 -2.421 -1.722 0.1625 -0.1380 0.5357 -0.2471
C -3.643 -1.511 -1.347 0.4005 0.2906 0.1341 -0.1827
O -3.118 -0.196 -1.075 0.3058 -0.2086 -0.0947 -0.1051
H -1.334 -1.131 -2.489 0.3841 0.0851 -0.4162 0.0400
H -2.890 -3.415 -1.937 -0.0059 0.0761 -0.3389 0.1253
H -1.844 -2.563 -0.844 -0.0488 0.1388 -0.0290 0.1123
H -4.092 -1.895 -0.428 -0.3035 -0.0700 -0.1558 0.1273
H -4.354 -1.453 -2.173 -0.1446 -0.0194 0.1059 0.1278
H -3.808 0.352 -0.666 -0.2536 0.0448 -0.1192 0.0504
O 2.947 -4.278 -3.605 -0.4943 -0.5228 -0.2094 -0.0561
C 1.989 -3.504 -2.899 0.4948 1.0401 0.6469 -0.2403
C 1.608 -4.056 -1.528 0.4277 -0.4872 -0.7734 -0.1954
O 2.743 -4.267 -0.679 -0.2521 0.2446 -0.3112 -0.0701
H 3.702 -4.465 -3.041 0.1036 0.2539 -0.0276 0.0701
H 2.402 -2.490 -2.784 -0.1542 -0.0433 0.1367 0.1140
H 1.080 -3.396 -3.488 0.0773 -0.2882 -0.2216 0.1218
H 1.123 -5.023 -1.704 -0.2939 0.1409 0.3023 0.1279
H 0.961 -3.338 -1.038 -0.1585 -0.1672 0.1400 0.0990
H 3.350 -4.822 -1.174 0.1373 -0.1878 0.2927 0.0818
O -5.432 0.885 3.190 0.1091 -0.0121 0.0220 -0.0613
C -4.640 1.976 2.720 -0.7663 0.2576 0.3179 -0.2415
C -3.981 1.572 1.448 -0.1341 -0.2036 -0.8096 -0.2236
O -4.941 1.327 0.397 0.0619 -0.2790 0.1713 -0.0776
H -6.009 1.203 3.891 0.0378 -0.0380 -0.0152 0.0906
H -5.298 2.832 2.502 0.1350 0.0284 0.1147 0.1262
H -3.920 2.286 3.481 0.2340 0.0160 -0.1643 0.1173
H -3.460 0.621 1.567 0.1234 0.0975 0.0700 0.1137
H -3.287 2.324 1.084 0.2120 0.0522 0.3703 0.1115
H -5.561 2.061 0.352 0.0133 0.0212 -0.0582 0.0984
O 0.428 3.625 4.398 -0.3114 0.2674 -0.0908 -0.0648
C -0.141 4.290 3.261 0.8632 0.2392 0.6656 -0.2384
C -0.220 3.362 2.099 -0.7189 -0.1820 -1.1711 -0.2344
O -1.302 2.442 2.243 0.2821 0.1256 0.3949 -0.0924
H -0.288 3.136 4.814 0.0402 -0.2015 0.0051 0.0686
H -1.097 4.742 3.533 -0.2017 -0.1701 -0.2131 0.1212
H 0.530 5.117 3.015 0.0715 -0.0700 0.0339 0.1202
H 0.724 2.844 1.930 0.0760 -0.0700 0.3219 0.1070
H -0.400 3.913 1.163 -0.0305 0.1886 0.2114 0.1209
H -0.935 1.553 2.307 -0.0439 -0.0589 -0.1671 0.0531
O -1.828 3.013 -4.373 0.0892 0.0855 0.1377 -0.0466
C -0.671 3.082 -3.551 -0.1768 -0.0885 -0.4335 -0.2385
C -0.762 2.264 -2.286 0.8151 0.2936 0.4854 -0.2305
O -0.866 0.859 -2.454 -0.2854 0.3633 -0.1147 -0.0806
H -2.523 3.529 -3.954 -0.0675 -0.0197 -0.0328 0.0843
H 0.160 2.770 -4.189 -0.0351 -0.1805 0.0712 0.1130
H -0.436 4.111 -3.255 -0.0858 0.0370 0.0125 0.1276
H -1.571 2.649 -1.657 -0.0618 -0.0815 -0.0096 0.1295
H 0.180 2.468 -1.750 -0.1767 -0.0156 0.1105 0.1093
H -1.747 0.621 -2.127 -0.1884 -0.1104 -0.1727 0.0451
O -1.068 -2.362 3.771 -0.1757 -0.2043 0.0934 -0.0593
C -2.049 -1.374 3.456 0.3462 0.2914 -1.1112 -0.2264
C -2.360 -0.471 4.602 -0.2215 0.2360 0.4263 -0.2223
O -1.298 0.442 4.895 -0.0119 0.0311 -0.1048 -0.0567
H -0.453 -1.983 4.406 0.0317 0.0222 0.0049 0.0799
H -1.680 -0.789 2.605 0.1010 0.2027 0.1569 0.0979
H -2.949 -1.845 3.054 0.0149 -0.4133 0.4822 0.1316
H -2.622 -1.063 5.486 0.0293 0.0208 0.0330 0.1302
H -3.225 0.143 4.353 0.0188 -0.0030 -0.0275 0.1013
H -0.568 -0.005 5.331 -0.0635 -0.0331 0.0926 0.0815
O 4.937 2.745 0.742 -0.2590 0.3365 -0.1044 -0.0540
C 3.523 2.903 0.652 -0.0432 -0.2668 0.8227 -0.2528
C 2.916 2.079 -0.442 -0.1416 -0.0519 -0.5519 -0.2629
O 3.194 2.687 -1.696 -0.0848 -0.0526 0.1536 -0.0632
H 5.087 1.852 1.067 0.1119 -0.0096 -0.0339 0.0823
H 3.073 2.615 1.613 -0.0565 -0.0803 -0.0827 0.1103
H 3.266 3.954 0.526 0.3685 0.0954 -0.2364 0.1250
H 1.828 1.988 -0.299 0.0480 0.0817 0.1646 0.0909
H 3.329 1.063 -0.400 0.0004 -0.0010 0.0034 0.1277
H 2.945 2.046 -2.377 0.0920 -0.0867 -0.0278 0.0353
O 3.202 -0.407 -6.693 0.4258 0.0570 -0.0760 -0.0532
C 2.894 -0.621 -5.331 -0.0695 -0.8939 0.4720 -0.2634
C 2.646 0.741 -4.741 -0.3279 0.1752 -0.4965 -0.2211
O 2.149 0.647 -3.409 0.1263 0.1838 -0.0357 -0.0751
H 3.630 -1.183 -7.065 -0.0319 -0.0397 0.0784 0.0897
H 2.036 -1.301 -5.251 -0.2668 0.4285 0.1148 0.1202
H 3.666 -1.125 -4.729 0.3112 0.1420 -0.4550 0.1237
H 1.937 1.237 -5.413 -0.0472 0.1323 0.2166 0.1275
H 3.572 1.320 -4.765 0.0149 -0.0296 0.0864 0.1307
H 1.312 1.119 -3.377 -0.2562 -0.3255 0.0708 0.0488
O 3.214 -2.487 1.475 -0.3921 -0.1514 0.5694 -0.0908
C 2.845 -2.828 2.827 0.8613 0.0470 -1.4244 -0.2324
C 2.073 -4.112 2.885 -0.9499 0.1314 0.8666 -0.2525
O 0.789 -4.006 2.284 0.3839 -0.0148 -0.4148 -0.0724
H 2.882 -3.205 0.917 0.1823 0.1752 -0.3158 0.0280
H 3.789 -2.948 3.366 -0.1726 0.1629 0.4120 0.1167
H 2.253 -1.996 3.217 0.0328 -0.0067 0.3125 0.1092
H 1.935 -4.356 3.952 0.2055 -0.1950 -0.0977 0.1195
H 2.590 -4.938 2.401 0.1257 0.0209 -0.0806 0.1235
H 0.366 -3.207 2.628 -0.2931 -0.1595 0.0481 0.0400
C 0.504 -0.602 0.144 0.4081 0.3126 1.5974 -0.1089
O -0.570 0.201 0.651 0.1284 -0.1238 -0.4644 -0.1412
H 1.022 -0.180 -0.715 -0.4736 -0.1906 -0.4226 0.0664
H 1.245 -0.576 0.950 0.0580 -0.1646 -0.1071 0.0793
H 0.206 -1.649 0.071 -0.0155 0.0125 -0.4881 0.0626
H -1.300 0.170 0.018 -0.0842 0.0042 -0.0023 0.0402
```
Forces are in eV/Å.

Properties
Frontier orbital gap, eV: 9.97
Maximum force, eV/A: 1.7
Energy relative to the best compared isomer or geometry (same formula, charge and spin), kJ/mol: 0.00
SMILES: OCCO.OCCO.OCCO.OCCO.OCCO.OCCO.OCCO.OCCO.OCCO.CO
Multiplicity: 1
LUMO, eV: 0.2